The following is a quantum chemistry calculation of a 12-piece molecular cluster, C36H72Br12O12S6 overall at a distorted geometry, from OMol25.

Calculated values
SMILES ... O=S1(=O)CCCC1.O=S1(=O)CCCC1.O=S1(=O)CCCC1.O=S1(=O)CCCC1.O=S1(=O)CCCC1.O=S1(=O)CCCC1.BrCCBr.BrCCBr.BrCCBr.BrCCBr.BrCCBr.BrCCBr
Highest occupied orbital energy ... -9.84 eV
Charge ... 0
ΔE to the lowest compared entry with this formula, charge and spin ... 0.0 kJ/mol

XYZ file:
```
138
Properties=species:S:1:pos:R:3:forces:R:3:mulliken_charge:R:1
O 43.674147 -12.849683 11.691224 0.62 0.81 0.41 -0.738
S 42.659972 -13.456360 10.890500 -0.71 -1.73 -1.62 1.027
O 41.462556 -12.747927 10.477437 0.21 0.41 0.05 -0.568
C 43.339095 -14.187478 9.379590 1.53 -0.65 1.18 -0.911
C 43.029470 -15.691720 9.500900 -0.53 -0.58 -0.69 -0.784
C 41.798191 -15.852504 10.411248 0.73 0.24 -0.17 -0.439
C 42.157286 -15.027931 11.626165 0.06 0.90 -0.14 1.267
H 44.422808 -14.103108 9.515427 -0.14 0.43 -0.32 0.398
H 43.022583 -13.629927 8.511476 -0.37 -0.09 -0.15 0.466
H 42.868023 -16.170545 8.529984 -0.18 0.32 -0.05 0.461
H 43.861115 -16.269623 9.917843 0.04 0.46 0.23 0.380
H 41.654933 -16.895818 10.670308 -0.35 -0.09 -0.02 0.295
H 40.950606 -15.391697 9.902679 -0.34 -0.38 0.16 0.157
H 43.051570 -15.389596 12.126380 -0.11 -0.24 0.07 -0.441
H 41.371434 -14.786674 12.334696 -0.10 -0.30 -0.11 -0.538
O 35.116987 -12.474067 10.242735 0.82 0.15 0.18 -0.471
S 33.779800 -12.817673 9.870079 -0.66 -0.31 -0.22 0.980
O 32.881963 -11.789929 9.417973 -0.12 0.19 -0.06 -0.735
C 33.804875 -14.154969 8.671124 0.28 -0.39 0.67 -0.114
C 32.904837 -15.277910 9.210031 0.78 -0.28 -0.39 -0.839
C 33.005467 -15.231201 10.739675 -0.41 0.73 0.27 0.359
C 32.977945 -13.761782 11.168276 -0.45 0.08 -0.78 -0.829
H 34.815155 -14.561749 8.750799 0.17 0.35 -0.30 -0.309
H 33.596709 -13.771535 7.682805 -0.08 0.05 -0.15 0.522
H 31.901414 -15.290861 8.797439 -0.18 0.27 0.18 0.334
H 33.416527 -16.183502 8.876211 -0.50 -0.26 -0.02 0.341
H 33.923371 -15.711564 11.048526 0.13 -0.22 0.16 -0.558
H 32.141312 -15.664641 11.239310 0.20 -0.59 -0.11 0.393
H 33.400865 -13.506588 12.130627 0.08 -0.03 0.14 0.358
H 31.942338 -13.433141 11.064916 0.03 0.20 0.42 0.404
O 38.235560 -18.438566 16.132032 0.08 -0.29 -0.31 -0.361
S 38.190043 -18.365976 17.567626 0.67 2.07 0.01 0.898
O 37.286650 -19.171396 18.305190 -0.75 -1.34 0.73 -0.661
C 39.853382 -18.416970 18.239351 0.43 -1.38 -0.66 -0.332
C 39.843216 -17.386886 19.317611 0.50 0.80 0.19 -0.824
C 39.238817 -16.147676 18.632991 -0.48 0.25 0.82 -0.518
C 37.916074 -16.621526 18.081924 -0.49 -0.25 -1.22 0.389
H 40.524074 -18.181859 17.408632 -0.11 0.31 0.04 -0.086
H 40.103000 -19.443328 18.520265 -0.30 0.07 0.23 0.587
H 39.229385 -17.716695 20.158214 -0.14 0.08 -0.05 0.331
H 40.830302 -17.168878 19.728432 0.06 -0.13 -0.17 0.428
H 39.839442 -15.750729 17.815809 0.33 -0.14 0.12 0.066
H 39.071358 -15.354642 19.365720 0.09 0.06 -0.17 0.314
H 37.578165 -16.160394 17.149706 0.34 0.35 0.17 -0.737
H 37.073225 -16.542160 18.763844 0.17 -0.34 0.32 0.562
O 43.837055 -17.488811 12.523684 -0.38 0.06 -0.46 -0.459
S 44.719406 -17.576162 13.653783 0.13 -0.08 0.23 1.060
O 46.126216 -17.749605 13.450454 0.32 -0.22 -0.17 -0.751
C 44.473817 -16.174470 14.731476 -1.13 -0.35 1.10 -0.100
C 43.602160 -16.695868 15.924301 0.66 0.21 -0.21 -0.708
C 43.034361 -18.054292 15.591615 -1.10 -0.84 0.07 0.207
C 44.058964 -18.798448 14.775809 0.93 0.17 0.47 -1.107
H 43.943810 -15.374126 14.229045 0.32 0.13 -0.37 -0.207
H 45.428900 -15.893767 15.145117 0.32 0.37 -0.42 0.425
H 44.286782 -16.781794 16.765988 -0.24 0.09 0.28 0.468
H 42.778374 -16.030105 16.159846 0.17 0.33 0.17 0.162
H 42.053344 -17.929022 15.111377 0.39 -0.27 -0.26 -0.142
H 42.851577 -18.659532 16.484006 -0.11 0.26 0.11 0.358
H 43.792514 -19.724050 14.287256 -0.34 0.03 -0.38 0.483
H 44.892300 -19.031009 15.449609 0.06 -0.02 -0.16 0.387
O 31.780933 -17.591724 15.535541 -0.48 0.31 -0.18 -0.647
S 32.660410 -17.696798 16.662636 1.11 -0.16 -0.09 1.125
O 32.268818 -18.429142 17.829930 -0.27 -0.28 0.31 -0.697
C 34.247246 -18.271724 16.018400 0.06 -1.10 -0.74 -0.620
C 35.303761 -17.289785 16.415175 -0.39 1.97 -0.74 1.755
C 34.609376 -15.886946 16.394670 -1.03 -0.51 1.54 -0.097
C 33.307460 -16.109735 17.178676 -0.44 0.26 0.55 -1.062
H 34.109225 -18.321422 14.934320 -0.04 0.32 0.05 -0.203
H 34.475923 -19.296824 16.314420 -0.25 0.09 0.41 0.654
H 35.670097 -17.478554 17.420674 -0.06 -0.10 -0.10 -0.320
H 36.118650 -17.192169 15.694912 0.05 -0.71 0.19 -1.286
H 34.320418 -15.482010 15.428656 0.63 -0.15 -0.28 0.286
H 35.174636 -15.179906 17.000909 0.28 0.24 -0.50 -0.127
H 32.516017 -15.358025 17.107923 0.17 -0.05 -0.41 0.560
H 33.497187 -16.214513 18.251103 0.13 -0.18 -0.11 0.410
O 38.989782 -10.229429 12.395710 -0.22 0.02 -0.42 -0.668
S 39.674683 -10.556012 13.610501 0.29 0.28 0.37 1.228
O 39.211688 -9.988147 14.854232 -0.26 0.09 0.30 -0.752
C 39.833672 -12.316749 13.825437 -0.72 -0.76 -0.77 0.186
C 41.288622 -12.614792 13.555424 0.70 0.69 0.26 2.245
C 42.071175 -11.418556 14.063096 0.80 0.01 2.06 -1.052
C 41.433796 -10.204588 13.478696 -0.55 0.13 -0.82 -1.002
H 39.224352 -12.808696 13.061411 -0.16 0.26 0.01 -0.420
H 39.408833 -12.591223 14.787654 0.41 0.09 0.27 -0.037
H 41.632621 -13.526718 14.029212 -0.05 -0.18 -0.12 0.139
H 41.449333 -12.601566 12.476066 -0.53 -0.26 0.73 -1.952
H 43.153770 -11.456089 13.944088 -0.09 -0.14 -0.68 0.453
H 41.986622 -11.353959 15.162212 -0.27 -0.09 -0.13 0.409
H 41.641916 -10.142499 12.411011 0.05 0.22 -0.06 0.304
H 41.599916 -9.266033 13.987845 0.14 0.17 0.04 0.601
Br 37.047457 -22.265886 13.149951 0.04 0.16 0.04 -0.205
C 35.511729 -21.407245 12.284139 0.48 -0.89 0.08 -0.716
C 35.109283 -20.188151 13.014129 0.28 0.51 0.60 0.139
Br 33.448521 -19.576932 12.224577 -0.05 0.21 0.14 -0.120
H 34.733583 -22.150131 12.369161 -0.16 -0.16 -0.32 0.493
H 35.819059 -21.232947 11.265474 -0.10 0.04 -0.26 0.284
H 35.840132 -19.385097 12.977353 -0.04 0.11 -0.33 -0.304
H 34.966280 -20.412575 14.066205 -0.40 0.00 0.03 0.408
Br 39.095252 -17.003551 6.744271 0.04 0.02 0.07 -0.193
C 37.651638 -18.118457 7.443091 0.63 -0.69 -0.37 -0.671
C 37.113521 -17.482766 8.684140 -0.30 0.74 -0.79 0.258
Br 35.883578 -18.634495 9.605990 -0.19 -0.14 0.10 -0.107
H 38.066129 -19.111351 7.595585 0.12 0.06 0.15 0.405
H 36.945613 -18.179125 6.625160 -0.30 0.04 0.11 0.435
H 36.552987 -16.621182 8.320413 -0.09 0.14 0.56 0.120
H 37.887777 -17.146494 9.356650 0.12 -0.12 0.25 -0.249
Br 38.474214 -12.507454 17.794882 0.03 0.18 0.11 -0.153
C 37.089557 -11.370517 17.013188 0.28 0.17 0.14 -0.430
C 35.972870 -12.228117 16.527589 -0.70 0.45 -0.36 -0.831
Br 36.527008 -13.228253 14.968072 -0.36 -0.07 0.11 0.045
H 37.578040 -10.805341 16.226208 0.04 -0.04 -0.11 0.172
H 36.733209 -10.673591 17.767248 0.11 -0.13 0.25 0.471
H 35.135894 -11.623848 16.176248 0.16 0.19 -0.03 0.502
H 35.561989 -12.858889 17.308351 0.25 -0.45 -0.08 0.415
Br 43.133540 -21.787148 9.360964 0.08 -0.05 -0.11 -0.160
C 41.550412 -20.645882 9.434662 0.25 -0.38 0.48 -0.423
C 41.012522 -20.791261 10.836468 0.38 0.10 -0.26 -0.629
Br 39.439763 -19.710504 11.145126 -0.34 0.05 -0.21 -0.036
H 40.878361 -21.029965 8.683745 -0.15 0.23 -0.24 0.400
H 41.927235 -19.651589 9.260431 -0.23 0.28 -0.33 0.186
H 41.739105 -20.379609 11.512052 0.29 -0.11 0.43 0.184
H 40.817778 -21.834947 11.051342 -0.31 0.04 0.22 0.515
Br 36.003222 -16.342077 12.733426 -0.03 -0.32 -0.15 0.280
C 37.863697 -16.821310 13.076425 0.13 -0.58 0.16 -1.220
C 38.290914 -15.786541 14.078969 0.09 0.11 -0.55 2.014
Br 40.119133 -15.938046 14.702801 0.08 -0.24 0.03 -0.266
H 38.432473 -16.813158 12.150682 -0.10 0.37 -0.12 0.594
H 37.880650 -17.850011 13.427258 -0.11 0.07 0.37 0.686
H 37.644819 -15.784966 14.943009 0.08 -0.02 0.18 -1.282
H 38.247788 -14.825287 13.575027 0.04 0.13 0.25 -0.605
Br 38.155964 -14.343727 10.706582 0.38 -0.10 -0.02 -0.126
C 38.439821 -13.269271 9.117595 -0.80 0.28 -1.03 -0.782
C 38.407662 -11.802494 9.489738 -0.06 -0.49 0.55 -0.359
Br 38.523430 -10.735495 7.887064 0.14 0.05 -0.09 -0.176
H 37.587737 -13.541156 8.490579 -0.11 0.26 0.17 0.612
H 39.293677 -13.552091 8.503882 0.44 -0.14 0.72 0.570
H 39.213903 -11.562375 10.176494 0.16 0.20 -0.26 0.083
H 37.470477 -11.549825 9.972882 -0.11 0.00 -0.06 0.363
```
Forces are in eV/Å.

***

The following is a quantum chemistry calculation of a 3-piece molecular cluster, C36H72N3O5Si overall at a distorted geometry, from OMol25.

Calculated values
Highest occupied orbital energy ... -10.05 eV
Charge ... +1
ΔE to the lowest compared entry with this formula, charge and spin ... 920.6 kJ/mol

XYZ file:
```
117
Properties=species:S:1:pos:R:3:forces:R:3:mulliken_charge:R:1
C 2.068531 4.936856 6.461499 -1.05 0.17 0.49 -0.989
C 1.702244 3.565305 5.640044 -0.60 -0.04 2.01 -0.069
O 2.758436 3.077163 4.739350 -1.24 1.63 -1.13 -0.274
C 2.852460 3.870747 3.504307 -0.15 2.10 1.36 -0.728
N 2.281034 3.210051 2.269831 -1.86 -0.13 1.27 1.068
C 0.771283 3.272484 2.209554 -0.56 -0.52 -0.12 -0.306
N 0.233246 4.217361 1.326626 0.21 -2.78 3.05 0.045
Si 1.292016 5.312888 0.334735 1.87 1.11 -2.20 0.499
C 2.573781 4.318758 -0.770460 0.40 -1.39 0.39 -0.554
C 2.318637 6.566523 1.381364 0.64 0.87 0.03 -0.906
C 0.098805 6.178167 -0.961611 -0.71 -0.29 0.09 -0.824
N -0.077162 2.317392 3.032000 1.37 2.35 -4.49 -0.118
C 0.344446 0.875265 2.810937 1.12 -2.00 0.14 -0.196
C 1.964639 0.624473 2.810666 0.92 0.74 1.20 -0.143
C 2.826663 1.819561 2.034973 -0.17 -2.27 -1.12 -0.765
C 4.462635 1.686967 2.278750 -0.44 0.84 -1.30 -0.321
C 4.908689 0.244315 1.634221 -0.44 -0.53 1.50 -0.292
O 6.214793 0.244404 0.956417 -2.34 0.50 -1.01 -0.393
C 6.105221 0.578001 -0.472318 1.42 -0.20 -0.74 -0.133
C 5.403087 -0.574058 -1.404201 -0.91 1.23 -1.18 -0.535
O 5.644532 -1.961342 -0.964348 -4.14 0.31 0.64 -0.371
C 4.338894 -2.572945 -0.570206 -3.05 -1.73 1.61 0.181
C 4.146968 -3.035597 0.994269 -2.93 -0.56 -1.94 -0.320
C 2.726659 -3.686054 1.581092 1.13 1.51 -4.49 -0.274
C 1.426067 -3.894711 0.556502 3.57 1.87 -0.93 -0.342
C 0.053820 -4.492211 1.225218 0.67 -0.84 0.14 1.989
C -0.063240 -3.910282 2.752810 0.50 -0.62 0.63 -1.093
C 0.309302 -6.137623 1.385985 0.39 0.50 -0.46 -1.091
C -1.295179 -4.339151 0.310853 0.54 0.46 0.10 -1.592
C -2.033780 -2.879990 0.379380 -1.67 0.02 -1.04 1.649
C -3.046827 -2.821616 -0.950644 -0.14 -0.28 0.98 -1.262
C -3.052075 -2.699518 1.685017 1.69 0.97 0.60 -1.112
C -1.041901 -1.583184 0.237583 0.60 -0.63 -0.65 -0.642
C 1.648518 -3.467034 -1.010429 2.70 0.56 2.43 -0.194
C 3.074353 -2.818493 -1.589618 -0.31 -0.86 3.70 -0.572
H 1.623892 5.892955 5.903516 1.33 -2.01 1.14 0.241
H 3.195788 5.058038 6.751486 -2.16 -0.30 -0.84 0.256
H 1.461431 4.880188 7.486658 1.31 0.12 -2.23 0.349
H 0.657821 3.730528 5.138570 2.08 -0.43 0.54 0.116
H 1.540440 2.708168 6.453205 0.54 1.75 -1.96 0.350
H 2.250971 4.882615 3.672154 1.21 -2.09 -0.47 0.196
H 3.987910 4.211906 3.377491 -2.54 -1.25 -0.15 0.240
H -0.826598 4.275029 1.249977 1.85 -0.23 0.28 0.318
H 1.973770 3.526350 -1.416347 1.38 1.78 0.95 0.231
H 3.225263 5.054552 -1.408894 -1.50 -1.41 1.00 0.387
H 3.330709 3.682602 -0.112806 -1.58 1.41 -1.33 -0.084
H 3.414304 6.133428 1.550078 -2.46 0.92 -0.07 0.238
H 1.790669 6.903105 2.370722 1.23 -0.61 -1.77 0.273
H 2.459841 7.534659 0.706892 -0.36 -1.97 1.41 0.340
H -0.161225 7.259502 -0.596983 0.45 -1.98 -1.00 0.301
H 0.569133 6.141757 -2.051478 -0.96 0.29 2.46 0.290
H -0.892596 5.552504 -0.998584 1.66 1.28 -0.10 0.009
H -1.039849 2.374122 2.581197 1.32 0.10 1.15 0.401
H -0.089712 0.252098 3.727894 0.71 1.29 -2.30 0.249
H -0.076397 0.536031 1.772995 0.59 0.40 2.13 -0.022
H 2.283491 -0.430538 2.375263 -1.07 2.20 0.68 0.156
H 2.327509 0.630365 3.935725 -0.76 0.05 -2.26 0.212
H 2.670670 1.595315 0.872858 0.35 0.64 2.32 0.228
H 4.786842 1.855830 3.390257 -0.73 -0.52 -2.14 0.255
H 4.947376 2.545531 1.605979 -0.91 -1.76 1.50 0.243
H 4.013023 -0.129843 0.975622 1.96 0.57 0.88 0.023
H 5.006520 -0.526195 2.540514 -0.14 1.63 -2.10 0.216
H 5.567596 1.607366 -0.621176 0.77 -1.89 0.16 0.087
H 7.218104 0.699278 -0.872818 -2.34 -0.20 1.18 0.332
H 5.787788 -0.506375 -2.532168 -0.57 0.09 2.56 0.353
H 4.246975 -0.290221 -1.466899 2.34 -1.07 0.25 0.228
H 5.039141 -2.907144 1.747474 -1.89 -0.26 -1.79 0.414
H 2.725469 -3.967211 2.717036 -0.13 0.56 -2.55 0.201
H -1.129438 -4.135873 3.228491 2.28 0.66 -1.17 0.286
H 0.717165 -4.533012 3.406458 -1.72 1.41 -1.34 0.536
H 0.261264 -2.780102 2.866920 -0.98 -2.23 -0.34 -0.178
H -0.379118 -6.665318 0.596383 1.38 0.74 1.73 0.335
H 1.442405 -6.356456 1.091938 -2.54 0.26 0.91 0.283
H 0.064919 -6.461696 2.503809 0.51 0.49 -2.60 0.267
H -2.033669 -5.225146 0.618274 1.46 2.15 -0.64 0.338
H -0.979660 -4.516221 -0.812814 -0.65 0.20 2.26 0.283
H -3.321716 -1.694784 -1.104240 0.46 -2.15 -0.11 0.138
H -2.584284 -3.352927 -1.885076 -0.83 1.37 1.63 0.234
H -4.042652 -3.397037 -0.692649 1.96 1.10 -0.53 0.337
H -3.342567 -3.712688 2.193280 0.29 1.93 -1.25 0.262
H -2.412465 -2.098787 2.494367 -1.45 -1.29 -1.47 0.206
H -3.964245 -2.000733 1.427832 1.72 -1.68 0.39 0.272
H -0.173032 -1.586996 1.041573 -1.91 0.11 -1.53 -0.110
H -1.671653 -0.594187 0.247666 1.11 -1.87 0.22 0.236
H -0.491246 -1.620030 -0.819406 -1.22 0.05 2.24 0.058
H 0.759465 -3.592341 -1.772657 2.10 0.28 1.70 0.219
H 3.134608 -2.531053 -2.735686 -0.07 -0.67 2.73 0.282
C -5.945328 -4.507949 -5.480998 0.12 -0.14 -0.16 -1.261
C -5.147378 -3.356652 -4.891182 -0.02 -0.16 0.05 -0.211
O -3.860287 -3.743524 -4.417169 0.06 0.04 0.13 -0.314
C -2.960744 -4.281651 -5.382195 0.06 0.15 0.06 -0.286
C -2.620040 -3.309587 -6.498595 -0.18 0.11 -0.15 -1.124
H -5.999671 -5.342371 -4.774833 -0.03 0.15 -0.03 0.311
H -6.960908 -4.183394 -5.725238 0.11 -0.02 0.04 0.405
H -5.485061 -4.885678 -6.398533 -0.10 0.06 0.03 0.292
H -5.691246 -2.961915 -4.026840 0.29 -0.05 0.03 0.305
H -5.057514 -2.532396 -5.605863 0.00 -0.02 -0.09 0.298
H -3.348235 -5.222980 -5.781139 -0.04 0.00 -0.09 0.338
H -2.039066 -4.529240 -4.842208 -0.27 0.06 0.12 0.313
H -3.493621 -3.090828 -7.119774 0.11 -0.05 -0.01 0.265
H -1.845363 -3.728774 -7.147840 -0.09 0.04 0.10 0.403
H -2.263146 -2.358879 -6.089681 0.02 -0.14 0.00 0.285
C -3.682388 3.292105 -1.293117 -0.25 0.07 -0.09 -0.793
C -3.353013 1.824906 -1.514318 -0.30 -0.09 -0.02 0.224
O -4.491491 0.970998 -1.439017 0.28 0.05 0.23 -0.425
C -5.526495 1.203049 -2.390308 -0.08 -0.20 -0.16 -0.348
C -5.075879 1.021927 -3.829570 0.22 0.09 -0.08 -1.030
H -4.238049 3.427105 -0.359897 0.08 -0.04 -0.06 0.328
H -2.765649 3.887130 -1.249218 -0.02 -0.03 -0.05 -0.075
H -4.301158 3.690150 -2.102486 0.14 0.03 0.08 0.356
H -2.667008 1.498615 -0.725884 -0.17 -0.21 -0.03 -0.124
H -2.829095 1.677350 -2.464043 0.00 0.07 -0.04 0.338
H -5.971895 2.189543 -2.235860 0.02 0.08 -0.04 0.330
H -6.313555 0.470080 -2.176596 0.28 0.10 0.19 0.350
H -4.345158 1.782815 -4.119329 -0.11 -0.02 -0.05 0.282
H -5.928713 1.101747 -4.510498 0.10 -0.01 0.11 0.423
H -4.602593 0.044519 -3.967790 -0.12 0.06 0.05 0.217
```
Forces are in eV/Å.

***

Which value of charge does entry 2 give? +1